--- A ---
ORCA calculation (ωB97M-V/def2-TZVPD) on a structure of composition C10H10O3.

## Properties
Spin multiplicity ... 1
Net charge ... 0
Kohn-Sham gap ... 0.3099 hartree
E_HOMO ... -8.53 eV

```
23
Properties=species:S:1:pos:R:3:lowdin_charge:R:1
C 1.50139 3.06539 0.27617 -0.178
C 0.15948 2.99396 0.06518 -0.274
C -0.69230 1.76407 0.69528 -0.322
C -0.46083 0.52504 0.18168 -0.189
C 0.19924 0.11011 -0.97919 -0.055
C 0.35627 -1.23208 -1.43399 0.001
C -0.07474 -2.16394 -0.55030 -0.319
C -0.84305 -4.17231 0.30674 0.010
C -0.71124 -1.96972 0.64410 -0.219
C -0.86779 -0.59356 1.03335 0.169
H 2.26453 4.18360 -0.22480 0.192
H 1.94203 3.08006 1.12015 -0.033
H 2.02487 2.00245 -0.33233 0.147
H -0.30902 3.95421 0.31601 0.091
H -0.36572 2.99827 -1.33290 0.222
H 0.77082 1.02893 -1.54139 0.133
H 0.73694 -1.49592 -2.77328 0.236
H -0.02647 -4.69686 0.85442 0.167
H -1.80787 -4.40693 -0.13250 0.149
H -1.36372 -0.47282 1.70198 -0.023
O -1.43386 2.06336 1.70513 0.032
O -0.00338 -3.47393 -0.78833 0.012
O -0.99557 -3.09138 1.18883 0.049
```

--- B ---
ORCA calculation (ωB97M-V/def2-TZVPD) on a structure of composition C10H10O3.

## Properties
Spin multiplicity ... 1
Net charge ... 0
Kohn-Sham gap ... 0.3215 hartree
E_HOMO ... -8.92 eV

```
23
Properties=species:S:1:pos:R:3:lowdin_charge:R:1
C -2.48842 1.82657 -2.44948 -0.145
C -1.06661 1.91540 -2.67561 -0.284
C -0.21882 0.69368 -2.16565 -0.189
C 0.02510 0.36368 -0.75128 -0.193
C -0.46420 1.21946 0.14798 0.019
C -0.23918 1.03598 1.57263 0.157
C 0.38399 -0.23806 1.85099 -0.136
C 1.27150 -1.96010 2.83399 -0.170
C 0.62701 -1.11097 0.88415 -0.248
C 0.51713 -0.81249 -0.34835 0.033
H -2.53214 1.51271 -1.31835 0.078
H -3.09671 2.80705 -2.65026 0.095
H -3.02871 0.55455 -3.17017 0.206
H -0.65557 1.87939 -3.79481 0.159
H -0.87345 2.81547 -2.26483 0.065
H -0.80815 2.00365 0.04012 -0.006
H -0.41477 1.52760 2.30273 0.014
H 1.12154 -2.73169 3.45936 0.096
H 2.36134 -2.05903 2.86503 0.140
H 0.88542 -1.88331 -1.08388 0.257
O 0.29088 -0.08467 -3.15885 -0.045
O 0.60846 -0.68375 3.18966 0.063
O 1.22018 -2.23473 1.49653 0.033
```

Pick the most stable structure from those above. Pick: B